Here is a cluster of 2 separate species, C4H11N3O2 in total from the OMol25 dataset. Energies are from wB97M-V/def2-TZVPD.

Last columns: bonded neighbours and bond lengths (Å).
Cartesian coordinates (Å):
1 C -2.87 -1.20 -0.60  N4 1.433, H11 1.144, H12 1.145, H13 1.074
2 C -0.30 -1.15 -0.75  N3 1.318, N4 1.417, N5 1.483
3 N 0.85 -1.64 -0.32  C2 1.318, H6 0.980
4 N -1.55 -1.72 -0.42  C1 1.433, C2 1.417, H8 0.999
5 N -0.42 -0.11 -1.79  C2 1.483, H9 1.008, H10 1.018
6 H 0.87 -2.51 0.14  N3 0.980
7 H 2.47 3.90 0.75  O16 0.938
8 H -1.64 -2.62 0.00  N4 0.999
9 H -0.08 0.73 -1.34  N5 1.008
10 H 0.21 -0.30 -2.57  N5 1.018
11 H -2.85 -0.18 -1.13  C1 1.144
12 H -3.50 -1.14 0.35  C1 1.145
13 H -3.39 -2.02 -1.06  C1 1.074
14 C 1.65 0.82 1.10  C15 1.470, H18 1.002, H19 1.021, H20 1.039
15 C 1.51 2.23 1.49  C14 1.470, O16 1.374, O17 1.190
16 O 2.25 3.00 0.63  H7 0.938, C15 1.374
17 O 1.21 2.64 2.57  C15 1.190
18 H 2.14 0.40 1.86  C14 1.002
19 H 2.45 0.73 0.46  C14 1.021
20 H 1.00 0.15 0.64  C14 1.039

Calculated values
DFT total energy	-473.37149	a.u.
net charge	+1
highest occupied orbital energy (alpha / beta)	-13.201 / -13.196	eV
2S+1	2

Atomic partial charges in e from the natural (NBO) method, atoms 1 to 2: -0.473, 0.535